1.
Here is a gas-phase ion, C3H9N4 (charge +1) from OMol25. Energies are from wB97M-V/def2-TZVPD.

Properties
lowest unoccupied orbital energy = -2.97 eV
HOMO level = -0.548 Ha
M = 101.13 Da
Kohn-Sham gap = 11.936 eV
electronic energy = -338.28102 hartree
net charge = +1
SMILES string = C[N@@+]12NCCN1N2

XYZ file:
```
16
Properties=species:S:1:pos:R:3:lowdin_charge:R:1
C 2.123 0.276 -0.379 0.039
N 0.763 0.010 -0.035 -0.232
N -0.263 1.107 0.068 0.093
C -1.539 0.478 0.365 -0.151
C -1.429 -0.772 -0.616 -0.042
N 0.025 -1.153 -0.463 0.038
N 0.570 -1.106 0.801 0.129
H 2.535 -0.840 -0.532 0.176
H 2.249 0.824 -1.277 0.092
H 2.703 0.888 0.268 0.099
H 0.107 1.779 0.709 0.133
H -2.299 1.177 0.120 0.118
H -1.713 0.149 1.432 0.127
H -2.138 -1.590 -0.512 0.132
H -1.688 -0.305 -1.551 0.117
H -0.007 -0.921 1.602 0.132
```

=====

2.
Here is 2 unconnected molecules or ions with the total composition C3H9N4 from OMol25. Energies are from wB97M-V/def2-TZVPD.

Properties
lowest unoccupied orbital energy (spin up / spin down) = -5.29 / -5.29 eV
HOMO level (spin up / spin down) = -0.475 / -0.475 Ha
M = 101.13 Da
Kohn-Sham gap (spin up / spin down) = 7.623 / 7.627 eV
electronic energy = -338.30482 hartree
net charge = +1

XYZ file:
```
16
Properties=species:S:1:pos:R:3:lowdin_charge:R:1
C -0.266 -1.715 0.453 -0.041
C -0.696 -0.271 0.772 -0.215
C 0.249 1.450 -1.450 -0.047
N -2.160 1.296 -1.948 0.292
N 1.442 0.334 0.878 0.152
N -1.059 1.439 -1.712 -0.114
N 0.298 0.746 0.701 -0.005
H -0.126 -2.271 1.352 0.089
H -1.074 -2.004 -0.104 0.062
H 0.610 -1.805 -0.163 0.078
H -0.863 -0.275 1.870 0.160
H -1.640 -0.026 0.382 0.093
H 0.835 2.388 -1.255 0.116
H 0.774 0.515 -1.729 0.101
H 1.542 -0.739 0.947 0.175
H 2.135 0.938 1.006 0.105
```

=====

3.
Here is a gas-phase ion, C3H9N4 (charge +1) from OMol25. Energies are from wB97M-V/def2-TZVPD.

Properties
lowest unoccupied orbital energy = -3.51 eV
HOMO level = -0.493 Ha
M = 101.13 Da
Kohn-Sham gap = 9.918 eV
electronic energy = -338.36319 hartree
net charge = +1
SMILES string = C1=NCNC[NH2+]N1

XYZ file:
```
16
Properties=species:S:1:pos:R:3:lowdin_charge:R:1
C 1.267 -1.394 -0.025 -0.181
N 0.144 -1.857 0.056 0.075
C -1.164 -1.348 0.094 -0.220
N -1.603 0.006 -0.267 0.049
C -0.737 0.878 0.371 -0.048
N 0.864 1.062 -0.193 0.104
N 1.745 -0.053 0.084 0.041
H 2.131 -2.046 0.057 0.136
H -1.700 -2.145 -0.346 0.115
H -1.391 -1.451 1.235 0.172
H -2.176 0.115 -1.024 0.109
H -0.981 1.848 0.163 0.107
H -0.538 0.624 1.317 0.099
H 1.038 1.405 -1.146 0.181
H 1.170 1.844 0.389 0.168
H 2.399 0.121 0.745 0.093
```

=====

4.
Here is 2 unconnected molecules or ions with the total composition C3H9N4 from OMol25. Energies are from wB97M-V/def2-TZVPD.

Properties
lowest unoccupied orbital energy = -3.40 eV
HOMO level = -0.501 Ha
M = 101.13 Da
Kohn-Sham gap = 10.246 eV
electronic energy = -338.32639 hartree
net charge = +1

XYZ file:
```
16
Properties=species:S:1:pos:R:3:lowdin_charge:R:1
C 0.190 0.731 0.396 -0.021
C -2.469 -0.008 -0.500 -0.397
C 0.424 -0.556 1.039 -0.019
N -2.377 -1.065 -1.062 0.214
N -2.414 1.101 -0.065 0.158
N 2.262 -0.345 -0.766 0.127
N 1.597 0.043 0.418 -0.146
H 0.420 1.646 0.928 0.133
H 0.666 -0.407 2.102 0.160
H 0.056 -1.315 0.451 0.104
H -2.529 -1.497 -1.881 0.041
H -0.114 0.650 -0.665 0.124
H -3.150 1.670 0.341 0.107
H 1.922 -1.255 -0.834 0.087
H 3.178 0.056 -0.846 0.124
H 2.339 0.552 0.945 0.205
```

=====

5.
Here is a gas-phase ion, C3H9N4 (charge +1) from OMol25. Energies are from wB97M-V/def2-TZVPD.

Properties
lowest unoccupied orbital energy = -4.00 eV
HOMO level = -0.556 Ha
M = 101.13 Da
Kohn-Sham gap = 11.140 eV
electronic energy = -338.29529 hartree
net charge = +1
SMILES string = C=N[N+](C)(N)N=C

XYZ file:
```
16
Properties=species:S:1:pos:R:3:lowdin_charge:R:1
C 2.057 -1.058 0.444 0.085
N 1.339 0.006 0.490 0.025
N 0.057 0.181 -0.041 -0.356
C 0.013 0.892 -1.318 0.016
N -0.678 1.184 1.072 0.177
N -0.590 -1.009 -0.254 0.025
C -1.739 -1.211 0.254 0.099
H 3.185 -0.885 0.685 0.143
H 1.647 -1.977 0.101 0.072
H 0.676 0.396 -2.016 0.112
H -1.056 0.795 -1.604 0.123
H 0.195 1.981 -1.221 0.114
H -0.038 1.191 1.789 0.041
H -0.795 2.139 0.574 0.135
H -2.109 -2.222 0.202 0.103
H -2.165 -0.403 0.844 0.085
```

=====

6.
Here is a gas-phase ion, C3H9N4 (charge +1) from OMol25. Energies are from wB97M-V/def2-TZVPD.

Properties
<S²> = 2.01
lowest unoccupied orbital energy (spin up / spin down) = -3.42 / -6.92 eV
HOMO level (spin up / spin down) = -0.334 / -0.513 Ha
M = 101.13 Da
Kohn-Sham gap (spin up / spin down) = 5.664 / 7.030 eV
electronic energy = -338.20556 hartree
multiplicity = 3
net charge = +1

XYZ file:
```
16
Properties=species:S:1:pos:R:3:mulliken_spin:R:1
C 1.304 0.034 -0.050 0.647
C -1.045 0.302 -0.791 -0.004
C -0.043 -0.822 -0.488 0.110
N 2.367 -0.557 -0.143 1.016
N 0.802 1.337 0.226 0.172
N -0.525 -1.550 0.684 0.020
N -0.666 1.199 0.356 -0.011
H -1.053 0.843 -1.784 0.003
H -2.165 0.107 -0.743 0.004
H 0.018 -1.520 -1.418 -0.003
H 3.259 -0.108 -0.007 0.035
H 1.001 2.052 0.884 -0.002
H -1.302 -2.157 0.345 0.002
H 0.060 -2.188 1.165 0.005
H -0.978 2.195 0.459 0.000
H -1.034 0.833 1.305 0.005
```

=====

7.
Here is 2 unconnected molecules or ions with the total composition C3H9N4O2 from OMol25. Energies are from wB97M-V/def2-TZVPD.

Properties
lowest unoccupied orbital energy = -5.10 eV
HOMO level = -0.514 Ha
M = 133.13 Da
Kohn-Sham gap = 8.899 eV
electronic energy = -488.78682 hartree
net charge = +1

XYZ file:
```
18
Properties=species:S:1:pos:R:3:lowdin_charge:R:1
C -1.281 0.104 -0.795 -0.177
C 2.055 1.062 1.271 -0.032
C 0.651 -0.626 -0.033 -0.032
N -1.802 -0.581 -1.758 0.192
N 1.145 -0.047 1.066 0.009
N -1.825 1.285 -0.496 0.150
N 0.092 -1.933 0.255 -0.340
O -0.094 -2.672 -0.734 0.080
O -0.150 -2.228 1.423 0.136
H 2.394 1.392 0.206 0.139
H 1.732 1.923 1.744 0.061
H 2.846 0.877 1.965 0.093
H 1.242 -0.456 -0.837 0.124
H -1.360 -1.469 -1.913 0.104
H -2.540 -0.099 -2.184 0.117
H 0.743 -0.193 1.961 0.139
H -1.244 2.028 -0.119 0.123
H -2.603 1.633 -1.022 0.114
```

=====

8.
Here is 2 unconnected molecules or ions with the total composition C3H9N4S2 from OMol25. Energies are from wB97M-V/def2-TZVPD.

Properties
<S²> = 2.01
lowest unoccupied orbital energy (spin up / spin down) = -2.63 / -6.89 eV
HOMO level (spin up / spin down) = -0.360 / -0.464 Ha
M = 165.27 Da
Kohn-Sham gap (spin up / spin down) = 7.155 / 5.745 eV
electronic energy = -1134.70543 hartree
multiplicity = 3
net charge = +1

XYZ file:
```
18
Properties=species:S:1:pos:R:3:mulliken_spin:R:1
C -1.080 -0.333 -1.551 0.376
C -1.526 0.761 -0.765 0.359
C 0.277 -0.496 -1.684 0.496
N -0.618 1.373 0.015 0.128
N 1.115 0.132 -0.864 0.422
N -2.748 1.265 -0.861 0.174
N 0.608 0.749 0.292 0.006
S 2.813 -0.784 2.477 0.001
S 1.699 -2.506 2.430 0.001
H -1.771 -0.880 -2.163 0.006
H 0.701 -1.093 -2.477 0.039
H -0.700 2.332 0.326 0.002
H 2.111 0.219 -1.009 -0.024
H -3.428 0.851 -1.479 -0.005
H -3.022 2.082 -0.341 -0.010
H 0.484 0.041 1.027 0.030
H 3.947 -1.285 2.978 0.000
H 1.139 -2.426 3.649 0.000
```

=====

9.
Here is C3H9N5 in the gas phase from OMol25. Energies are from wB97M-V/def2-TZVPD.

Properties
lowest unoccupied orbital energy = 0.74 eV
HOMO level = -0.333 Ha
M = 115.14 Da
Kohn-Sham gap = 9.806 eV
electronic energy = -393.43930 hartree
net charge = 0
SMILES string = [H]/N=C(N)\N=C\N(C)N

XYZ file:
```
17
Properties=species:S:1:pos:R:3:lowdin_charge:R:1
H -0.772 -0.935 2.496 0.041
N -1.696 -0.613 2.175 0.098
C -1.553 -0.296 0.956 -0.576
N -2.650 0.282 0.170 0.070
N -0.468 -0.617 0.115 0.069
C 0.196 0.365 -0.486 -0.212
N 1.402 0.225 -0.915 -0.234
C 2.231 1.360 -1.288 -0.050
N 2.135 -0.901 -0.443 0.091
H -2.648 -0.025 -0.812 0.075
H -3.569 0.077 0.565 0.072
H -0.288 1.341 -0.575 0.139
H 1.608 2.059 -1.897 0.097
H 2.718 1.936 -0.470 0.094
H 3.026 0.943 -1.890 0.076
H 1.640 -1.704 -0.773 0.075
H 1.992 -0.901 0.549 0.075
```

=====

10.
Here is 2 unconnected molecules or ions with the total composition C3H9N6O from OMol25. Energies are from wB97M-V/def2-TZVPD.

Properties
lowest unoccupied orbital energy = -2.96 eV
HOMO level = -0.494 Ha
M = 145.15 Da
Kohn-Sham gap = 10.494 eV
electronic energy = -523.24094 hartree
net charge = +1

XYZ file:
```
19
Properties=species:S:1:pos:R:3:lowdin_charge:R:1
C -2.285 0.577 0.698 -0.388
C 1.546 0.105 0.740 -0.480
C 0.411 -0.099 -1.537 -0.451
N -1.819 0.823 -0.311 0.155
N 1.601 1.071 1.534 0.146
N 0.962 0.534 -0.551 0.189
N -2.657 0.277 1.867 0.127
N 1.695 -1.216 0.999 0.172
N -0.135 0.490 -2.586 0.242
O 0.552 -1.434 -1.593 0.168
H 2.172 0.906 2.377 0.086
H 0.855 1.539 -0.455 0.158
H -3.686 0.447 2.240 0.197
H -2.209 -0.371 2.450 0.096
H 2.324 -1.390 1.853 0.170
H 1.743 -1.907 0.357 0.042
H -0.517 -0.074 -3.221 0.076
H -0.590 1.413 -2.500 0.156
H 0.039 -1.692 -2.363 0.140
```

=====

What did we get for relative energy (zero: lowest compared OMol25 entry of this formula, charge and spin)? Answer: 6.526; 5.878; 4.290; 5.291; 6.138; 4.167; 3.936; 0.000; 2.019; 0.000 eV, in the order shown.